Entry 1:
Here is a structure of composition C35H50F3GeN8O4PbS in a non-equilibrium geometry from the OMol25 dataset. Energies are from wB97M-V/def2-TZVPD.

The geometry in XYZ format:
```
103
Properties=species:S:1:pos:R:3:forces:R:3
C 2.17191 1.24522 1.47782 0.096 0.121 0.441
H -2.79326 -1.87214 -2.90247 -0.031 -0.007 0.006
C 2.43030 2.65114 -0.54814 0.351 0.047 -0.279
H 0.26318 -7.01215 5.08486 -0.020 -0.014 -0.008
H 4.07548 1.79309 4.01198 -0.066 -0.037 0.013
C -0.43188 0.00895 -5.20291 -0.101 -0.090 -0.429
H -1.00728 0.13511 3.79855 0.082 -0.050 0.020
N 0.30033 -6.29416 4.38210 0.024 0.004 -0.049
N 3.22387 0.30102 -0.63729 0.607 -0.093 0.184
C -0.73490 -4.51976 3.10338 -0.105 0.308 -0.268
H 3.19573 4.60722 -1.02255 0.061 0.027 0.005
Ge -0.91221 3.23353 1.17489 -0.017 0.144 -0.207
C -2.82421 2.88728 -0.95687 -0.349 0.492 -0.156
C -0.54146 -3.40213 -1.92840 0.067 -0.154 -0.127
C 0.24559 -4.45011 2.11870 -0.105 -0.112 0.183
H -2.28973 -1.63495 2.30007 -0.066 0.020 -0.032
H -4.19043 1.63028 0.13347 -0.049 -0.026 0.024
H -1.85093 0.56057 5.30467 -0.005 -0.002 0.008
H -4.03681 3.26651 0.78847 -0.080 -0.013 0.022
C 3.04437 3.99367 -0.13493 -0.176 -0.141 0.052
H 4.48183 1.90296 -0.55036 -0.006 0.017 0.015
H -2.61261 4.95001 -0.29560 -0.022 0.089 -0.025
H 5.06073 -0.30877 2.02036 0.027 -0.029 -0.008
H 0.44596 2.16214 4.10432 0.040 -0.011 0.018
C -2.90675 2.94943 4.38332 0.070 -0.048 -0.236
C -3.20320 -1.27122 -0.23159 0.013 -0.210 -0.153
C -2.12770 -1.35320 -3.57663 0.060 0.067 0.229
F -3.36625 -2.64983 -0.19580 -0.028 0.106 0.013
H 0.66756 -4.58401 -4.85033 0.029 0.024 -0.028
N -1.57809 -1.00855 -8.34537 0.003 0.007 0.061
H 2.29608 -2.79888 -4.38236 0.053 -0.037 0.022
H 0.97940 -5.23553 1.99697 0.027 0.018 -0.033
H 3.64793 2.57419 1.81592 -0.029 -0.012 -0.029
N -1.22058 -0.54844 -3.01466 -0.282 0.061 -0.726
H -2.76889 0.31019 3.80235 -0.028 -0.036 0.020
C 0.59548 -3.99418 -3.94579 0.255 0.191 -0.013
C -1.66522 -3.49126 3.16962 0.050 -0.140 0.108
O 1.65436 2.06018 0.53726 0.094 -0.064 -0.143
N 3.28023 1.68174 2.10250 -0.224 0.218 -0.245
F -4.06671 -0.88566 -1.24329 0.042 0.031 0.016
H -2.81712 4.00239 4.10971 -0.020 0.029 0.056
H -2.44264 -3.51976 3.91964 -0.028 0.015 -0.015
C 3.91015 1.03765 3.24037 0.256 -0.160 -0.099
C -1.49563 -0.92909 -7.20188 -0.018 -0.089 -0.554
H -3.75950 2.58953 -2.87934 -0.012 0.010 -0.003
O -1.70374 2.36067 -0.24282 0.183 0.068 0.379
H 1.19466 -5.92396 4.11858 -0.010 0.029 0.018
H 1.89610 3.14788 -2.58155 0.022 0.044 0.003
H 0.98480 -3.28841 0.46473 -0.023 -0.017 -0.032
H -1.66800 4.54090 -1.74161 -0.003 0.046 -0.031
H -0.43411 2.69556 5.55389 0.014 0.007 0.013
H -1.33573 -3.54512 -1.20214 -0.093 0.038 -0.061
C -1.58427 -2.45113 2.26256 0.048 -0.028 0.079
H 3.64767 1.77627 -2.10518 0.008 0.118 0.002
H 0.24702 0.57709 -5.82286 0.050 -0.007 0.036
F -3.86170 -0.84102 0.90775 0.132 0.018 -0.052
H 4.07884 -0.24408 -0.62170 -0.081 -0.024 -0.019
H -0.28310 3.77991 4.15497 0.025 0.029 0.085
C 3.82719 -1.66434 -2.64331 -0.155 0.223 0.003
C 1.40203 2.87491 -1.65040 -0.160 -0.056 0.361
H 3.94410 -1.25344 -3.65050 0.091 -0.028 -0.017
C 0.24197 -3.37702 1.24671 0.162 0.062 -0.030
H -2.99713 -2.18860 -5.34782 -0.020 -0.020 0.043
H 0.35868 0.72412 -3.34629 0.033 -0.007 -0.044
O -1.92948 -5.98858 4.54247 -0.007 0.127 -0.046
O -1.67560 2.28035 2.45173 -0.444 -0.505 -0.327
H -1.14130 -5.04580 -3.15445 -0.028 0.004 0.050
H 3.21244 0.29381 3.61650 -0.061 0.086 0.043
C -2.94272 2.16741 -2.29309 0.178 -0.103 0.191
C -2.24563 -1.52871 -4.93926 0.084 0.095 -0.514
H -3.81538 2.55025 3.93181 -0.032 0.021 0.008
H -4.97605 2.98608 -0.69843 -0.026 0.045 0.021
H 0.70584 3.66270 -1.36142 -0.008 0.052 -0.065
Pb -0.74376 -0.46399 -0.43215 0.169 0.128 -0.004
C -4.09461 2.68180 -0.13283 0.231 -0.087 -0.003
C 3.52627 1.66049 -1.01948 -0.304 -0.209 -0.020
H -3.42405 4.76673 -1.85969 -0.011 0.060 0.024
C -1.83867 0.69531 4.22219 -0.039 0.126 -0.223
C 5.22657 0.36795 2.85865 -0.181 0.027 0.026
C 1.50427 -3.00917 -3.67605 -0.243 -0.280 -0.185
H 4.62834 -1.25141 -2.03319 0.024 -0.004 -0.077
H -3.14183 1.11065 -2.13724 -0.029 -0.082 -0.016
S 1.27877 -0.06203 1.97134 0.070 -0.033 0.333
H 0.83296 1.95775 -1.78351 0.015 0.000 -0.064
C 1.38595 -2.22007 -2.50174 0.475 0.154 0.251
C -0.38262 0.10015 -3.83041 -0.004 0.000 0.359
N 2.17257 -0.33688 -1.29874 -0.600 0.291 0.134
N -0.65785 -2.39698 1.30542 -0.058 -0.251 0.156
C -0.43730 -4.23823 -3.01379 -0.255 -0.085 0.148
C -1.69707 2.17254 3.86294 0.214 0.173 0.550
N 0.29042 -2.38182 -1.67769 -0.192 0.024 0.246
H 3.97484 -2.74090 -2.69664 0.015 -0.003 -0.029
C -0.86191 -5.65635 4.07174 0.128 -0.245 0.190
H 2.35993 4.51996 0.53107 -0.023 0.054 -0.047
H -2.98494 2.86444 5.46744 0.005 0.019 0.016
C 2.44358 -1.33446 -2.10503 0.100 -0.437 -0.361
C -2.62019 4.38398 -1.23107 0.081 -0.211 0.105
C -0.40800 2.73955 4.46502 -0.079 -0.040 -0.260
H -2.01367 2.27049 -2.85545 0.022 0.028 -0.057
H 4.01418 3.88411 0.35438 0.003 0.026 0.031
C -1.38905 -0.82347 -5.78670 0.035 0.079 1.043
H 5.98004 1.10463 2.57739 0.035 -0.023 -0.030
H 5.60300 -0.21272 3.70022 0.082 0.018 0.007
```
Forces are in eV/Å.

Computed properties:
- LUMO energy (alpha / beta) (eV) = -0.17 / -0.17
- charge = 0
- expectation value of S² = 0.77
- 2S+1 = 2
- gap between HOMO and LUMO (alpha / beta) (eV) = 4.664 / 7.187

Entry 2:
Here is the ion C35H50N11O8 with charge +1 in a non-equilibrium geometry from the OMol25 dataset. Energies are from wB97M-V/def2-TZVPD.

The geometry in XYZ format:
```
104
Properties=species:S:1:pos:R:3:forces:R:3
C -1.12703 2.63002 0.15780 -0.170 0.211 0.271
C 6.07457 -0.05005 -0.72975 -0.053 0.279 -0.123
N 0.03618 -3.78388 0.00053 0.174 -0.318 -0.131
H -1.84149 2.10609 3.12434 0.023 0.120 0.184
H 5.41808 -1.61112 0.51231 0.094 -0.054 -0.147
C 1.66454 -1.60753 1.74035 0.080 0.365 0.269
H -2.35409 -0.08622 3.73767 -0.022 -0.023 0.140
C -1.30713 1.14864 0.20787 0.345 -0.360 -0.621
H 1.58971 3.07819 -0.22155 0.166 -0.031 0.129
C -0.37475 -2.88873 -0.92038 -0.338 0.020 0.245
H -1.87407 -1.72348 -2.82202 -0.002 -0.067 0.015
C -3.88409 -1.69874 -2.03249 0.138 -0.196 0.025
H -0.96068 2.66802 -1.87174 -0.009 0.102 -0.040
N 1.79561 -2.94053 1.62851 0.140 0.071 -0.025
C 3.04894 2.81337 -2.74690 0.060 -0.321 -0.313
H 2.04393 2.96159 -2.34255 -0.032 0.013 0.007
C 4.17056 -1.37927 -2.52361 -0.310 0.199 -0.473
H -2.58902 -0.42935 5.48418 0.059 -0.047 -0.074
N 2.74810 1.41030 0.22117 0.198 -0.172 -0.260
N -0.43969 3.00887 -1.06948 -0.048 -0.026 -0.234
N 0.23049 0.63452 3.97283 0.133 -0.041 -0.070
C -4.82526 -2.56756 -1.23555 0.305 0.010 -0.007
C -5.34802 1.07337 -0.73085 -0.174 0.030 -0.083
H -6.00999 0.34354 -0.28536 -0.050 -0.066 0.032
H 3.26970 3.60668 -3.47265 -0.066 -0.059 0.068
N 2.30039 -0.75452 0.87950 -0.093 -0.020 -0.056
H 1.23636 -5.45955 0.15290 0.025 0.035 -0.005
H -0.42236 4.02302 -1.13881 -0.043 -0.093 -0.074
H 4.95141 -0.68499 -2.85276 -0.043 -0.086 0.004
N -1.80736 -0.73881 1.10771 -0.418 -0.941 0.449
H 0.54871 2.62216 3.47762 -0.038 0.021 0.129
H 2.69012 -0.95516 -4.02628 -0.014 -0.030 0.011
H -4.35024 1.50565 1.10222 0.010 -0.022 0.120
C -4.60554 2.30855 -2.65158 -0.261 -0.283 -0.143
H 4.15092 1.23613 -3.69503 -0.033 0.008 -0.024
H -2.36940 -2.85531 -0.03128 0.119 0.182 -0.095
H -0.35145 -1.26524 4.57040 -0.024 0.074 0.120
C 3.70556 3.50392 -0.54108 -0.100 0.016 0.397
H 1.50962 -4.45845 -1.29078 0.029 -0.080 0.165
C 2.79590 -0.85399 -2.94064 0.318 -0.356 0.149
H 6.19271 -2.12670 -1.01307 -0.127 0.049 0.144
C 1.31250 -4.43614 -0.21899 0.101 0.007 -0.226
C -5.43706 1.34160 -2.09401 0.231 0.130 0.284
H -1.10557 -3.06094 1.59999 0.038 -0.088 -0.015
C -2.00560 0.13453 4.75567 0.244 -0.348 0.001
N -1.62449 -0.95166 -0.18844 0.038 0.805 -0.103
C -3.68803 2.97076 -1.85969 -0.021 -0.048 0.142
C 0.81041 -3.76960 2.29845 -0.258 -0.019 0.234
H 2.00708 -1.43881 -2.45989 0.129 0.007 -0.139
C 6.43108 1.07009 -0.95430 -0.034 -0.567 0.197
H -0.93865 -4.83454 1.53344 0.004 0.064 0.069
C -1.29623 0.20720 -0.80260 0.115 0.394 0.414
N 0.94969 -1.14787 2.73498 -0.173 -0.074 0.119
C -0.51740 -0.23019 4.85803 -0.583 -0.251 0.228
H -2.79301 3.25550 1.39346 -0.016 0.060 0.041
C -2.47536 -2.27702 -2.10056 -0.186 0.086 0.269
H -2.39488 4.38110 0.08827 0.017 0.025 0.095
H -4.29874 -1.58455 -3.03560 -0.027 0.086 0.037
C 3.10803 1.45537 -3.43848 0.018 0.446 0.091
C 0.00817 2.04081 4.22151 -0.406 0.534 0.003
H 6.78250 2.04325 -1.12714 0.164 0.588 -0.137
H -1.06911 0.26791 -1.84373 0.043 -0.013 -0.313
H -3.88113 -0.70528 -1.57455 -0.053 -0.036 -0.086
H 3.10455 1.04262 -0.66094 -0.051 -0.156 0.147
C 2.55689 2.84322 0.23700 0.076 0.404 -0.136
H -3.06732 3.73470 -2.30663 0.048 0.101 -0.034
N 1.46152 1.07988 2.08813 -0.093 0.346 0.020
H 2.87061 -1.05805 0.08927 0.034 -0.114 -0.002
C 2.41300 -3.64428 0.52202 0.104 -0.097 -0.262
H -4.69778 2.52825 -3.70297 -0.018 0.040 -0.150
H -6.77969 0.01047 -2.40343 0.103 0.041 -0.015
C -1.77158 -2.27694 -0.73840 0.128 -0.617 -0.316
H 4.34888 -2.36163 -2.97932 0.006 0.086 0.033
O -4.51360 -3.53390 -0.59358 0.015 -0.182 0.072
O -2.20230 1.49612 5.05524 -0.140 0.088 0.203
O 0.30516 -2.60182 -1.88966 0.053 0.163 -0.335
H -2.52640 -3.31443 -2.43588 0.094 0.030 -0.030
C 5.52489 -1.38432 -0.55354 0.017 -0.347 0.126
H 2.90538 -2.95677 -0.16128 -0.029 -0.079 0.088
H -0.16952 -0.06034 5.88187 0.001 -0.058 -0.052
O 2.59327 0.48608 -2.54192 0.004 0.146 0.154
C -3.56639 2.68245 -0.50459 -0.014 0.227 0.103
C -4.41712 1.73337 0.04825 -0.014 0.085 -0.130
H 2.50845 1.47025 -4.35838 0.055 0.005 0.056
H 0.53736 -3.30795 3.24418 0.016 -0.201 -0.063
H 0.37425 2.27777 5.22546 0.023 0.017 -0.074
C -2.50843 3.32472 0.34368 0.175 -0.171 -0.081
O 4.02887 2.81253 -1.72123 -0.010 -0.226 -0.237
O 4.21398 -1.49734 -1.10621 -0.038 0.156 0.110
H -1.72141 3.34432 4.42539 0.066 -0.019 -0.065
C -1.50216 2.31244 4.14826 0.339 0.204 -0.165
H -0.48492 2.92703 0.99715 -0.044 -0.094 -0.055
C -0.42492 -3.88155 1.37422 -0.226 -0.052 0.298
C 0.87784 0.18866 2.91285 0.547 -0.310 -0.451
H 3.16555 -4.32991 0.92517 -0.001 0.072 -0.093
C 2.14348 0.60475 1.07595 -0.011 -0.173 0.238
O -6.29396 0.67686 -2.90675 -0.155 -0.062 -0.156
H 3.45109 4.55192 -0.74610 0.028 -0.060 0.059
H 2.55148 3.19002 1.27053 0.028 0.075 -0.073
N -1.62326 0.50658 1.35201 -0.008 0.451 0.091
H 1.26406 -4.74346 2.48658 0.003 0.046 0.001
H -6.68065 -2.70971 -0.80895 0.276 -0.066 0.016
H 4.62322 3.47006 0.05049 -0.096 0.092 0.025
O -6.08707 -2.12768 -1.31144 -0.623 0.307 -0.147
```
Forces are in eV/Å.

Computed properties:
- LUMO energy (eV) = -1.52
- energy relative to the best compared isomer or geometry (same formula, charge and spin) (kJ/mol) = 25.2
- charge = +1
- 2S+1 = 1
- gap between HOMO and LUMO (eV) = 8.916